1.
Molecular formula: C18H23BeN3O3PS2SeTe
Method: DFT, ωB97M-V/def2-TZVPD

Charge: -1
HOMO-LUMO gap (spin up / spin down) in eV: 5.15 / 5.15
F_max in eV/A: 3.72
Electronic energy in Ha: -4911.817664
M in u: 640.08
Lowest unoccupied orbital energy (spin up / spin down) in eV: 1.545 / 1.546

Structure (XYZ):
```
53
Properties=species:S:1:pos:R:3:mulliken_charge:R:1
Be 0.42 0.16 -0.23 -0.5701
C 3.85 4.21 -2.16 -0.8087
S 4.36 2.45 -2.14 -0.0762
C 2.77 1.79 -1.83 0.3718
S 2.85 0.27 -2.62 -0.3125
N 1.88 2.49 -1.10 -0.9556
N 0.78 1.85 -0.70 0.8181
C -0.25 2.59 -0.24 -0.7815
C -1.21 1.95 0.59 0.8318
C -2.34 2.50 1.27 -0.9592
C -3.19 1.64 1.96 -0.2775
C -2.90 0.29 2.00 -0.9974
C -1.63 -0.17 1.53 -0.1040
N -0.91 0.62 0.73 0.2975
H 2.78 4.32 -2.17 0.2714
H 4.27 4.69 -3.02 0.3487
H 4.27 4.61 -1.21 0.2046
H -0.23 3.67 -0.38 0.3713
H -2.52 3.58 1.26 0.4183
H -4.02 2.02 2.56 0.4126
H -3.53 -0.42 2.45 0.5121
H -1.32 -1.21 1.64 0.5053
C -4.54 -2.21 -1.21 -1.0615
C -3.61 -1.53 -2.19 -0.2695
O -2.38 -1.17 -1.48 -0.1943
P -0.97 -1.31 -2.19 -0.0632
O 0.13 -1.07 -1.18 0.4484
Te -0.27 -0.35 -4.32 -0.3013
O -0.95 -2.88 -2.54 -0.3028
C -0.07 -3.67 -3.39 -0.4531
C 1.38 -3.22 -3.40 -0.5035
H -5.53 -2.49 -1.64 0.3642
H -4.71 -1.54 -0.37 0.2154
H -4.01 -3.12 -0.88 0.2700
H -4.00 -0.60 -2.66 0.3088
H -3.36 -2.24 -2.97 0.2970
H -0.55 -3.68 -4.36 0.3007
H -0.13 -4.67 -3.00 0.2975
H 1.70 -2.94 -4.41 0.2726
H 2.05 -3.98 -2.99 0.3511
H 1.53 -2.29 -2.82 -0.0721
Se 2.17 -0.74 1.01 -0.1460
C 2.10 -0.24 2.85 0.1049
C 2.87 0.81 3.40 -0.5928
C 2.79 1.15 4.75 -0.4006
C 1.92 0.46 5.59 -0.4462
C 1.16 -0.59 5.06 -0.5763
C 1.23 -0.95 3.68 -0.3231
H 3.60 1.21 2.78 0.5067
H 3.40 1.97 5.11 0.3328
H 1.84 0.69 6.65 0.3553
H 0.41 -1.02 5.66 0.3613
H 0.62 -1.71 3.22 0.3992
```

---

2.
Molecular formula: C18H23BrN7O5Pt
Method: DFT, ωB97M-V/def2-TZVPD

Charge: +1
HOMO-LUMO gap (spin up / spin down) in eV: 5.82 / 5.82
F_max in eV/A: 2.12
Electronic energy in Ha: -4152.116144
M in u: 692.41
Lowest unoccupied orbital energy (spin up / spin down) in eV: -4.786 / -4.789

Structure (XYZ):
```
55
Properties=species:S:1:pos:R:3:mulliken_charge:R:1
Pt 1.00 0.56 1.72 1.5422
C -1.15 2.63 3.03 -1.1370
O -0.67 2.27 1.72 -0.4495
C -1.59 2.23 0.70 0.4638
C -2.87 2.74 0.80 -0.1935
C -3.71 2.65 -0.31 -0.5787
Br -5.47 3.31 -0.17 -0.1688
C -3.27 2.11 -1.50 -0.8170
C -1.97 1.62 -1.61 0.1563
C -1.16 1.64 -0.48 0.9577
O 0.10 1.03 -0.46 -1.1982
C -1.55 1.11 -2.92 0.3533
N -2.38 0.96 -3.91 -0.6595
C -1.63 0.49 -4.97 0.5865
C -2.02 0.16 -6.27 -0.7442
C -1.05 -0.31 -7.12 -0.4995
C 0.29 -0.46 -6.71 -0.4583
C 0.69 -0.13 -5.44 -0.9743
C -0.28 0.36 -4.58 0.6018
N -0.26 0.75 -3.26 0.0288
H -1.53 3.65 3.03 0.4324
H -0.29 2.57 3.69 0.2795
H -1.92 1.93 3.36 0.4487
H -3.24 3.17 1.72 0.4933
H -3.91 2.07 -2.37 0.6516
H 0.02 0.15 -0.87 0.3562
H -3.04 0.29 -6.59 0.4461
H -1.31 -0.57 -8.14 0.3890
H 1.01 -0.86 -7.41 0.3865
H 1.73 -0.25 -5.13 0.3738
H 0.57 1.00 -2.75 0.2657
N 2.89 -0.86 0.41 -0.5108
N 2.56 -2.21 0.55 -0.1272
C 1.32 -2.59 0.93 0.5573
N 1.08 -3.88 1.13 -0.3641
N 0.41 -1.63 1.08 -0.4223
N -0.85 -1.88 1.56 0.9805
O -1.49 -0.89 1.89 -0.5866
O -1.28 -3.02 1.61 -0.7453
H 3.33 -0.70 -0.49 0.2742
H 3.51 -0.57 1.17 0.2684
H 3.30 -2.89 0.57 0.1871
H 1.80 -4.59 1.03 0.1612
H 0.14 -4.15 1.36 0.2058
C 1.05 -0.36 4.96 -1.2560
C 2.10 -0.90 3.98 1.0790
C 3.40 -1.25 4.70 -1.5249
O 2.40 0.03 2.98 -0.5067
H 0.84 -1.10 5.74 0.4097
H 0.12 -0.13 4.43 0.2286
H 1.43 0.55 5.42 0.3157
H 1.70 -1.83 3.53 -0.0809
H 3.75 -0.38 5.26 0.3555
H 4.16 -1.54 3.99 0.3796
H 3.22 -2.07 5.39 0.3875
```

---

3.
Molecular formula: C18H23ClN2O5S
Method: DFT, ωB97M-V/def2-TZVPD

HOMO-LUMO gap in eV: 9.40
F_max in eV/A: 1.18
Electronic energy in Ha: -2043.820323
M in u: 414.91
Lowest unoccupied orbital energy in eV: -0.288

Structure (XYZ):
```
50
Properties=species:S:1:pos:R:3:mulliken_charge:R:1
O -3.65 -1.59 4.68 -0.6885
C -3.27 -0.98 3.70 0.6097
N -2.25 -0.12 3.68 -0.0248
H -2.01 0.34 2.82 0.1100
C -1.33 0.07 4.79 -0.1591
C -1.07 1.56 5.02 -0.9372
H -1.96 2.16 4.82 0.3494
H -0.77 1.72 6.05 0.3676
C 0.09 1.88 4.08 -0.5779
H 0.59 2.81 4.33 0.4041
H -0.27 1.95 3.05 0.2122
C 1.00 0.66 4.24 -0.4924
H 1.63 0.80 5.12 0.2877
H 1.65 0.52 3.38 0.2942
C 0.05 -0.53 4.45 -0.7578
H -0.02 -1.14 3.55 0.2585
H 0.40 -1.17 5.25 0.2887
H -1.80 -0.42 5.65 0.5328
C -4.00 -1.14 2.36 -0.4574
H -4.08 -2.22 2.15 0.3328
H -5.00 -0.71 2.43 0.3556
O -3.36 -0.48 1.28 -0.4169
C -2.29 -1.10 0.74 0.4861
O -1.88 -2.17 1.12 -0.6199
C -1.65 -0.28 -0.32 0.0306
C -0.53 -0.80 -0.97 -0.1466
C 0.11 -0.07 -1.95 -0.1618
C -0.36 1.19 -2.29 0.3436
C -1.48 1.72 -1.66 -0.9525
C -2.12 0.98 -0.68 -0.4947
H -2.99 1.38 -0.19 0.5261
H -1.84 2.69 -1.94 0.4559
Cl 0.45 2.09 -3.49 -0.1642
S 1.56 -0.75 -2.77 1.3947
O 1.36 -0.68 -4.19 -0.7158
O 1.81 -2.03 -2.18 -0.7251
N 2.70 0.39 -2.32 0.1068
C 3.40 0.09 -1.08 -0.6829
H 3.06 -0.89 -0.72 0.4072
C 4.90 0.10 -1.40 -0.5875
H 5.35 1.04 -1.09 0.3016
H 5.42 -0.72 -0.91 0.3174
C 4.94 -0.02 -2.93 -0.5982
H 4.83 -1.06 -3.23 0.2748
H 5.84 0.39 -3.36 0.3897
C 3.68 0.75 -3.33 -0.7872
H 3.30 0.49 -4.31 0.4287
H 3.85 1.83 -3.27 0.3320
H 3.14 0.84 -0.33 0.2753
H -0.15 -1.78 -0.71 0.6745
```

---

4.
Molecular formula: C18H23FN2O3
Method: DFT, ωB97M-V/def2-TZVPD

HOMO-LUMO gap in eV: 9.50
F_max in eV/A: 3.78
Electronic energy in Ha: -1134.721464
M in u: 334.39
Lowest unoccupied orbital energy in eV: 0.245

Structure (XYZ):
```
47
Properties=species:S:1:pos:R:3:mulliken_charge:R:1
O -0.76 6.13 0.31 -0.5333
O 2.27 1.41 0.20 -0.6815
O -1.82 1.81 0.86 -0.6677
F -2.76 5.70 2.98 -0.2895
C -1.18 5.33 1.18 0.5017
C 1.88 0.26 0.06 0.1368
C -0.83 2.03 0.18 0.0675
C -1.23 -4.03 -2.48 -0.5312
C -1.42 -3.62 -1.13 -0.5249
C -0.96 -3.07 -3.46 -0.5244
C -1.47 -2.21 -0.79 -0.1671
C -1.02 -1.70 -3.20 -0.7186
C -1.39 -1.27 -1.87 0.6136
N -0.01 3.17 0.34 -0.0796
N 0.62 0.07 -0.50 0.2985
C -2.64 5.23 1.65 -0.1893
C -0.20 4.16 1.48 -0.5550
C 2.00 -3.27 1.13 -0.6698
C 1.40 -2.36 2.18 -0.6793
C 2.31 -2.22 0.03 -0.3279
C 2.08 -0.99 2.08 -0.8410
C 2.65 -0.90 0.70 0.2998
C -1.53 0.30 -1.78 -1.2830
C -0.40 1.01 -0.99 0.0848
H -1.41 -5.14 -2.71 0.2953
H -1.61 -4.29 -0.28 0.4223
H -0.69 -3.37 -4.41 0.4963
H -1.83 -1.81 0.15 0.5355
H -0.63 -0.91 -3.96 0.2272
H 0.93 3.14 -0.22 0.3066
H 0.40 -0.91 -0.43 -0.4795
H -3.03 4.17 1.58 0.1733
H -3.24 5.91 1.02 0.2566
H 0.86 4.61 1.64 0.3746
H -0.43 3.61 2.46 0.3344
H 1.36 -4.06 0.77 0.4035
H 2.98 -3.75 1.40 0.2914
H 1.46 -2.82 3.09 0.5584
H 0.37 -2.28 1.96 0.1262
H 1.49 -1.98 -0.52 0.0536
H 3.13 -2.51 -0.67 0.3943
H 1.51 -0.11 2.36 0.3746
H 2.97 -0.94 2.76 0.2866
H 3.68 -0.64 0.60 0.5285
H -2.45 0.68 -1.34 0.4837
H -1.59 0.75 -2.77 0.3944
H 0.17 1.71 -1.66 0.4226
```

---

5.
Molecular formula: C18H23I2N2O2
Method: DFT, ωB97M-V/def2-TZVPD

Charge: +1
HOMO-LUMO gap in eV: 5.58
F_max in eV/A: 8.56
Electronic energy in Ha: -1554.388602
M in u: 553.20
Lowest unoccupied orbital energy in eV: -4.961

Structure (XYZ):
```
47
Properties=species:S:1:pos:R:3:mulliken_charge:R:1
C -3.72 1.92 -2.82 -0.7622
C -3.67 0.26 -2.95 0.5989
O -3.50 -0.25 -4.17 -0.5284
O -3.83 -0.50 -1.70 -0.3470
C -2.92 -1.65 -1.67 -0.3615
C -2.20 -1.81 -0.18 -0.4911
C -0.55 -1.80 -0.26 -0.7517
C 0.08 -0.26 -0.29 0.3292
C -0.69 1.00 0.42 -0.1438
C 0.00 2.50 0.37 -0.5189
C 1.45 2.60 -0.47 -0.4329
C 2.13 1.28 -1.17 0.5242
C 3.51 1.24 -2.05 -0.6712
I 2.91 0.52 -4.07 0.2006
C 4.24 2.69 -2.28 -0.3628
C 5.77 2.77 -1.63 -0.9553
I 4.52 2.96 -4.47 0.0867
N 1.39 -0.07 -1.02 -0.0431
H -4.62 2.27 -3.49 0.3137
H -2.70 2.32 -3.24 0.2425
H -3.92 2.27 -1.72 0.2377
H -2.05 -1.60 -2.46 0.3244
H -3.58 -2.61 -1.90 0.2628
H -2.53 -2.89 0.21 0.3523
H -2.64 -1.04 0.59 0.2402
H -0.20 -2.42 -1.21 0.3821
H -0.16 -2.37 0.71 0.3566
H -1.72 0.91 0.97 0.2632
H -0.45 3.47 0.84 0.3536
H 1.95 3.65 -0.55 0.1951
H 4.25 0.41 -1.63 0.4084
H 3.63 3.62 -1.93 0.3977
H 6.34 3.59 -2.28 0.3530
H 5.77 3.23 -0.52 0.2828
H 6.34 1.73 -1.66 0.2949
H 1.82 -0.93 -1.46 0.3490
N -0.37 -2.83 3.19 -0.3591
C -0.37 -1.56 3.65 -0.0128
C -0.86 -1.19 4.89 -0.5877
C -1.38 -2.18 5.72 -0.1687
C -1.39 -3.50 5.27 -0.4397
C -0.88 -3.77 4.01 -0.2396
H 0.04 -0.82 2.97 0.3531
H -0.84 -0.15 5.21 0.3571
H -1.77 -1.93 6.70 0.3766
H -1.79 -4.30 5.89 0.3670
H -0.86 -4.78 3.62 0.3746
```